# 1
The following is a DFT calculation (wB97M-V/def2-TZVPD) of one molecule with the formula C4H8O at a distorted geometry.

```
13
Properties=species:S:1:pos:R:3:mulliken_charge:R:1
C -0.73249 -0.04608 -1.93187 -1.135
C 0.26787 0.11554 1.72024 -0.566
O 1.54355 -0.83358 1.83942 -0.518
C -0.02675 0.55289 0.32930 -0.389
C -0.46578 -0.41844 -0.49867 0.154
H 0.21220 0.34398 -2.36010 0.243
H -1.41585 0.82362 -2.04898 0.295
H -1.24688 -0.69799 -2.61917 0.357
H 0.75126 0.97030 2.23224 0.237
H -0.43589 -0.27294 2.43559 0.323
H 1.77357 -0.72825 0.90775 0.328
H 0.12367 1.59811 0.02802 0.316
H -0.34847 -1.40716 -0.03377 0.355
```

Summary:
Multiplicity   1
Energy   -232.36851 hartree
SMILES string   C/C=C/CO
Energy above the lowest of the compared OMol25 structures with the same formula, charge and spin   202.5 kJ/mol
LUMO level   0.91 eV


# 2
The following is a DFT calculation (wB97M-V/def2-TZVPD) of C15H33FKN2O3 as an isolated structure at a distorted geometry.

```
55
Properties=species:S:1:pos:R:3:mulliken_charge:R:1
K 1.07097 1.32708 0.63172 0.828
F 1.15832 3.92746 -0.20986 -0.928
C 5.42507 -0.35182 -1.98475 -1.529
C 4.12796 -0.38931 -1.11762 1.108
C 4.39001 0.12168 0.26104 -1.349
O 2.96866 0.32486 -1.62539 -0.934
H 5.59111 0.65434 -2.36970 0.324
H 5.36732 -1.02291 -2.84172 0.358
H 6.23621 -0.64256 -1.31721 0.377
H 3.86869 -1.44300 -1.01447 -0.139
H 3.57716 -0.11323 0.94822 0.178
H 4.65144 1.17608 0.35057 0.298
H 5.23295 -0.42170 0.68798 0.426
C -0.55730 3.09503 3.11116 0.313
O -0.06160 1.95646 3.11676 -0.700
N -1.85872 3.33368 3.44605 0.130
C -2.42246 4.62962 3.36794 -1.042
C -2.84970 2.30971 3.80545 -0.997
H -0.08742 3.94105 2.58614 0.298
H -3.36285 4.64195 2.81693 0.339
H -1.84681 5.32937 2.76207 0.354
H -2.65922 5.01701 4.35889 0.315
H -2.30626 1.37016 3.90552 0.307
H -3.54731 2.50955 4.61879 0.334
H -3.49562 2.11767 2.94872 0.344
C 1.15673 -3.06192 -0.23417 -1.581
C -0.22026 -2.38772 -0.48223 1.496
C -0.85888 -1.90454 0.82381 -1.151
C -2.17334 -1.13545 0.54625 -0.595
C -1.98640 0.04582 -0.51991 -1.132
C -1.30978 -0.43080 -1.84244 1.451
N -0.10664 -1.18337 -1.44731 1.089
O 0.90758 -1.38686 -2.36816 -0.582
C -2.32439 -1.27662 -2.61317 -1.861
C -1.01775 0.83307 -2.60055 -1.948
C -1.09689 -3.48189 -1.09109 -2.103
H 1.42611 -3.69676 -1.07828 0.393
H 1.15648 -3.67067 0.67001 0.446
H 1.90445 -2.27797 -0.11404 0.102
H -1.10749 -2.78002 1.42368 0.364
H -0.22574 -1.36237 1.52615 0.335
H -2.61343 -0.66488 1.42545 0.394
H -2.93223 -1.82280 0.17246 0.310
H -1.56097 0.91426 -0.01700 0.278
H -2.91799 0.48290 -0.87937 0.379
H -1.84265 -2.06645 -3.18953 0.310
H -3.14352 -1.60051 -1.97113 0.300
H -2.77618 -0.65668 -3.38754 0.485
H -0.49058 0.55571 -3.51338 0.460
H -1.88347 1.47972 -2.74368 0.475
H -0.26064 1.43040 -2.09253 0.330
H -0.93178 -4.41818 -0.55798 0.476
H -0.80953 -3.70157 -2.11932 0.382
H -2.17069 -3.33733 -0.97210 0.347
H 1.59927 -0.83477 -1.99616 0.340
```

Summary:
Multiplicity   1
Total charge   -1
Energy   -1626.33446 hartree
LUMO level   2.19 eV


# 3
The following is a DFT calculation (wB97M-V/def2-TZVPD) of a 3-piece molecular cluster, C31H44N3O4PS2 overall at a distorted geometry.

```
85
Properties=species:S:1:pos:R:3:mulliken_charge:R:1
C -3.24512 -1.25277 0.24747 -0.632
C -3.07020 -2.15030 -1.07047 -0.375
S -1.66713 -1.66128 -2.18534 -0.224
C -0.82166 -0.11006 -1.59887 -0.003
C 0.67879 -0.51160 -1.18544 0.586
C 0.84166 -1.73277 -0.19733 -0.611
C 2.25194 -2.27602 0.25793 0.288
C 2.46817 -3.54265 1.22045 -1.351
C 2.47591 -3.20797 2.80722 0.637
N 1.49727 -4.16658 3.45531 -0.680
N 2.03077 -1.83732 3.14764 -0.525
N 3.80123 -3.53027 3.46109 -0.707
C 3.48812 -1.50413 -0.33652 0.078
C 3.31515 -0.27095 -1.30338 0.222
C 1.92366 0.27083 -1.75423 0.359
C 1.73589 1.53706 -2.73260 -0.541
C 0.98118 2.71215 -1.91839 0.601
C -0.45810 3.19651 -2.29784 -0.569
C -1.25543 4.29850 -1.52362 -0.339
C -0.61675 4.99910 -0.29587 -0.541
C 0.83755 4.54944 0.08429 0.625
C 1.47598 5.29755 1.36848 -1.161
C 1.63007 3.44931 -0.69464 -0.482
C 4.68606 0.38970 -1.83805 -0.012
O 4.85655 1.61998 -2.00858 -0.559
C 5.87277 -0.67758 -2.10247 0.209
P 7.03121 -0.45352 -3.60073 0.175
S 8.71549 -1.37406 -3.28721 -0.404
C 6.03109 -1.79930 -1.22928 -0.684
C 4.99398 -1.97444 -0.00072 -0.039
O 5.32303 -2.42061 1.12416 -0.529
H -3.36308 -0.15334 -0.07166 0.015
H -4.22542 -1.56437 0.74004 0.336
H -2.35238 -1.42875 0.93730 0.190
H -2.84475 -3.22961 -0.71905 0.311
H -4.05387 -2.15802 -1.65808 0.392
H -1.39385 0.48784 -0.81646 0.315
H -0.72263 0.56667 -2.53066 -0.208
H -0.07469 -2.29662 0.19981 0.054
H 1.59041 -4.26176 1.00924 0.402
H 3.40969 -4.10655 0.87222 0.456
H 1.90150 -5.11639 3.36373 0.264
H 0.59966 -4.15502 2.94086 0.275
H 2.83037 -1.17731 3.04302 0.293
H 1.87114 -1.84133 4.17765 0.366
H 4.36246 -2.67712 3.58254 0.311
H 4.34655 -4.11396 2.80501 0.285
H 2.71186 1.90883 -3.18598 0.372
H 1.05943 1.24719 -3.62500 0.385
H -0.93311 2.64917 -3.19101 0.220
H -2.31892 4.58526 -1.85799 0.229
H -1.17158 5.78318 0.31357 0.304
H 1.71042 6.38312 1.04806 0.277
H 0.72322 5.34898 2.22321 0.309
H 2.42399 4.77439 1.73802 0.305
H 2.67331 3.19761 -0.31243 0.240
H 7.14649 0.91027 -4.01559 0.130
H 6.35673 -1.14279 -4.68724 0.110
H 6.87224 -2.54168 -1.41503 0.283
C -1.76928 -2.04261 5.70206 -0.604
C -3.25003 -2.28958 5.52134 -0.604
C -3.58779 -1.35277 4.37424 -0.482
O -2.40792 -1.25359 3.56588 -0.375
C -1.31262 -1.82956 4.27292 0.237
H -1.24341 -2.85824 6.20127 0.343
H -1.61413 -1.12820 6.28438 0.295
H -3.41785 -3.32804 5.21696 0.263
H -3.84170 -2.09721 6.41807 0.367
H -3.83296 -0.34826 4.73547 0.310
H -4.42093 -1.71731 3.76822 0.253
H -1.06737 -2.78016 3.78747 -0.167
H -0.44705 -1.16862 4.19997 0.122
C -5.94350 2.77180 -3.41329 -0.575
C -5.41788 1.83968 -4.47906 -0.516
C -4.00199 2.34577 -4.67054 -0.505
O -3.57442 2.87930 -3.40790 -0.228
C -4.71831 2.98370 -2.54666 -0.319
H -6.79322 2.37055 -2.85835 0.346
H -6.24807 3.72039 -3.86781 0.262
H -5.39918 0.81334 -4.09780 0.237
H -6.00274 1.85075 -5.40035 0.332
H -3.96505 3.15626 -5.40620 0.291
H -3.31521 1.55675 -4.98642 0.265
H -4.63291 2.20397 -1.78188 0.109
H -4.71873 3.95807 -2.05249 0.299
```

Summary:
Multiplicity   1
Energy   -2810.16594 hartree
SMILES string   CCSCc1cc(CC(N)(N)N)c2c(c1Cc1cccc(C)c1)C(=O)C([PH2]=S)=CC2=O.C1CCOC1.C1CCOC1
LUMO level   -1.47 eV


# 4
The following is a DFT calculation (wB97M-V/def2-TZVPD) of C10H18Cl2ErO as an isolated structure at a distorted geometry.

```
32
Properties=species:S:1:pos:R:3:mulliken_charge:R:1
Er 0.75673 -0.29181 0.39354 -0.068
Cl 0.62202 -2.74039 0.02323 -0.631
Cl 1.89373 1.74380 1.31320 -0.646
C 2.40819 -0.24719 -1.21966 -0.686
H 3.09109 0.46686 -0.73267 0.358
H 2.78572 -1.26248 -1.41671 0.271
C -0.97972 0.51612 -0.67302 0.104
C 1.22410 0.19680 -1.86259 0.144
H -1.66260 0.61782 0.22152 -0.025
C 0.72103 -0.63152 -3.03307 -0.503
H 0.95140 1.26139 -1.83849 0.332
C -0.48647 -0.08584 -3.79527 -0.816
H 1.55652 -0.74911 -3.76005 0.308
H 0.50556 -1.64452 -2.64531 0.189
C -1.77154 -0.12526 -2.96948 -0.422
H -0.28892 0.93670 -4.13653 0.331
H -0.62782 -0.70317 -4.69359 0.332
C -1.73892 0.95429 -1.85452 -0.751
H -2.63032 0.04459 -3.63470 0.396
H -1.88562 -1.12544 -2.52593 0.216
H -1.28977 1.87506 -2.26702 0.194
H -2.79050 1.17811 -1.58009 0.309
C -1.11598 0.69158 4.43855 -1.117
C -0.10621 -0.12850 3.69958 0.936
C 1.08117 -0.66949 4.42766 -1.079
O -0.28526 -0.36010 2.48685 -0.533
H -0.95577 0.61638 5.52104 0.370
H -2.12212 0.34627 4.18191 0.315
H -1.02495 1.73961 4.12939 0.258
H 1.22927 -1.72725 4.16734 0.293
H 1.98470 -0.11867 4.12318 0.240
H 0.95126 -0.57465 5.51170 0.380
```

Summary:
Multiplicity   4
Total charge   -1
Energy   -2402.53904 hartree
Energy above the lowest of the compared OMol25 structures with the same formula, charge and spin   0.0 kJ/mol
LUMO level (spin up / spin down)   2.76 / 2.75 eV


# 5
The following is a DFT calculation (wB97M-V/def2-TZVPD) of Cl2HNOS as an isolated structure at a distorted geometry.

```
6
Properties=species:S:1:pos:R:3:mulliken_charge:R:1
N 0.60271 0.74290 0.37033 -0.457
O -0.40441 -2.12615 0.04732 -0.378
S -0.45337 1.21493 -0.72876 0.291
Cl 0.96656 -1.37517 -0.03157 0.296
Cl -2.24037 0.59761 0.11817 -0.087
H 1.52888 0.94588 0.22451 0.336
```

Summary:
Multiplicity   1
Energy   -1448.96605 hartree
Energy above the lowest of the compared OMol25 structures with the same formula, charge and spin   353.5 kJ/mol
LUMO level (spin up / spin down)   -1.60 / -1.28 eV


# 6
The following is a DFT calculation (wB97M-V/def2-TZVPD) of a 2-piece molecular cluster, C2H8NO2 overall at a distorted geometry.

```
13
Properties=species:S:1:pos:R:3:mulliken_charge:R:1
C 1.24326 1.79067 0.38016 -0.795
N 0.73498 0.40145 0.67151 -0.275
H 0.50671 2.50484 -0.19032 0.296
H 2.11313 1.62833 -0.12889 0.336
H 1.48646 2.29552 1.32295 0.364
H 0.02901 0.12238 -0.08077 0.384
H 1.52404 -0.29182 0.64992 0.377
H 0.49258 0.46012 1.57556 0.334
O -0.35466 -1.40194 -0.99785 -0.570
C -1.35501 -2.08258 -0.88411 0.245
O -2.52940 -1.55167 -0.45436 -0.440
H -1.16353 -3.17017 -0.90234 0.376
H -2.72758 -0.70513 -0.96144 0.367
```

Summary:
Multiplicity   1
Total charge   +1
Energy   -285.95975 hartree
Energy above the lowest of the compared OMol25 structures with the same formula, charge and spin   154.1 kJ/mol
LUMO level   -3.52 eV


# 7
The following is a DFT calculation (wB97M-V/def2-TZVPD) of C18H11BF12IrN3O8S2 as an isolated structure.

```
56
Properties=species:S:1:pos:R:3:mulliken_charge:R:1
Ir -0.50595 0.76034 0.13788 2.853
O 3.86888 -2.74205 -1.59239 -0.580
C 4.27606 -2.10526 -0.50056 0.362
O 5.38951 -2.25776 -0.05125 -0.656
C 3.30034 -1.18927 0.12738 0.199
C 3.50749 -0.45756 1.28490 -0.671
N 2.40475 0.27407 1.50929 -0.056
N 1.48277 0.02495 0.58322 -0.211
C 1.99370 -0.83958 -0.26055 -0.257
C 1.12777 -1.11334 -1.43377 1.274
O 1.47579 -1.93884 -2.27952 -0.894
O 0.04850 -0.41867 -1.48950 -0.692
H 2.94810 -2.46488 -1.87238 0.424
H 4.36317 -0.41795 1.93403 0.509
H 2.17832 0.85875 2.31367 0.056
F -2.59254 -1.97349 3.37724 -0.225
C -3.19404 -2.19342 2.20838 0.605
F -4.03967 -1.19642 1.98191 -0.216
F -3.89770 -3.32972 2.32353 -0.244
S -1.89882 -2.33816 0.85050 1.126
O -1.98323 -1.05939 0.16688 -0.924
O -0.68478 -2.64914 1.53469 -0.738
N -2.33889 -3.54125 -0.03906 -0.564
S -3.56597 -3.47992 -1.02893 1.001
O -3.19112 -3.44945 -2.40902 -0.626
O -4.65089 -2.65222 -0.58212 -0.633
C -4.17417 -5.21674 -0.78594 0.580
F -5.05454 -5.52034 -1.75850 -0.232
F -4.80504 -5.36320 0.38360 -0.236
F -3.19054 -6.11729 -0.83922 -0.245
F -2.38945 2.87439 -0.67275 -0.310
C -2.35338 1.54797 -0.27156 -0.040
F -3.03421 1.53359 0.93532 -0.306
H -2.95614 0.99030 -0.99514 0.297
F -0.58513 1.44030 4.91481 -0.341
B 0.26085 0.97095 3.93696 0.217
F 1.34856 1.87768 3.73818 -0.542
F 0.79434 -0.26862 4.24574 -0.358
F -0.42296 0.89255 2.67853 -0.536
C 1.45404 4.20269 -3.91740 -0.396
C 0.90070 2.91211 -3.84555 -1.047
C 0.55345 2.37182 -2.62967 -0.778
C 0.74300 3.08435 -1.41622 0.996
C 0.38043 2.54229 -0.13129 -0.146
C 0.59408 3.32275 0.99040 0.072
C 1.14372 4.61581 0.90042 -0.947
C 1.49562 5.14224 -0.31440 -0.923
C 1.29892 4.38694 -1.49810 1.020
C 1.64561 4.92169 -2.76484 -0.822
H 1.72135 4.62690 -4.87788 0.368
H 0.74711 2.33881 -4.75090 0.417
H 0.12970 1.38111 -2.58939 0.549
H 0.33144 2.94791 1.96913 0.407
H 1.29282 5.18655 1.80892 0.429
H 1.92579 6.13468 -0.39031 0.299
H 2.06598 5.92093 -2.80402 0.332
```

Summary:
Multiplicity   1
Total charge   -2
Energy   -3583.08509 hartree
Energy above the lowest of the compared OMol25 structures with the same formula, charge and spin   75.1 kJ/mol
LUMO level   4.36 eV


# 8
The following is a DFT calculation (wB97M-V/def2-TZVPD) of a 2-piece molecular cluster, C4H9NO3 overall at a distorted geometry.

```
17
Properties=species:S:1:pos:R:3:mulliken_charge:R:1
C -1.81419 0.03796 -0.36795 -1.328
C -0.75112 0.55356 0.57361 1.094
O -0.15229 1.85917 -0.03113 -0.564
O -0.87551 0.54514 1.78881 -0.660
H -0.73714 2.25264 -0.69941 0.305
H -2.57055 0.81882 -0.48981 0.449
H -2.29354 -0.84500 0.05332 0.308
H -1.40922 -0.21825 -1.34481 0.341
C 1.02343 -0.44520 0.20700 0.286
N 0.65005 -1.71829 -0.28999 -0.537
C 1.43936 0.54158 -0.68114 -0.571
O 1.60487 -0.41717 1.46515 -0.593
H 0.87370 -0.21527 2.08638 0.421
H 0.18374 -2.25573 0.43415 0.255
H 1.46553 -2.23855 -0.59911 0.254
H 1.21705 0.44732 -1.73491 0.283
H 2.14583 1.29728 -0.37015 0.257
```

Summary:
Multiplicity   1
Energy   -438.18816 hartree
SMILES string   C=C(N)O.CC(=O)O
Energy above the lowest of the compared OMol25 structures with the same formula, charge and spin   369.9 kJ/mol
LUMO level   -0.25 eV